(1)
Entry from OMol25: 5 unconnected molecules or ions with the total composition C22H21F32O7S (ωB97M-V/def2-TZVPD).

## Properties
HOMO energy: -13.13 eV
Lowest unoccupied orbital energy: -4.70 eV
Frontier orbital gap: 8.43 eV
Total charge: +1

Each line ends with the Löwdin charge.
Positions of all 83 atoms, in Å:
S  1.530369  3.574917  -3.265580  1.2089
F  -3.951034  -3.218962  2.596024  0.1142
F  -4.460978  -0.768893  3.614033  0.1528
F  1.533931  -8.853913  4.342281  0.1510
F  6.336325  0.760544  1.986566  0.1114
F  -1.364789  -3.549686  6.301721  0.0881
F  -0.230766  3.533124  -9.003856  0.0878
F  -0.423403  -9.406901  6.177146  0.1067
F  -1.524870  -7.632489  5.522377  0.1012
F  1.270138  -3.053363  1.653286  0.0960
F  1.594810  6.102824  -6.538844  0.0815
F  2.626506  -1.229292  0.214209  0.1438
F  -4.611595  0.417527  1.132516  0.1095
F  0.872230  -0.384292  1.160509  0.1237
F  1.319036  -7.363942  5.902096  0.1523
F  0.455830  6.122075  -8.412622  0.1288
F  3.122556  -2.588166  2.719920  0.1105
F  -0.149968  -3.476992  3.895206  0.0593
F  -1.807417  0.867514  1.180772  0.1142
F  7.044394  -1.780337  1.530904  0.1087
F  -1.392865  3.319744  -10.841510  0.1152
F  -3.853874  2.107006  -0.028022  0.0796
F  5.186547  -0.693262  3.137530  0.1400
F  -0.718323  5.969771  -5.112719  0.1108
F  -2.975500  -1.718866  1.332430  0.0935
F  -3.060428  -1.879512  4.829241  0.1610
F  -2.237239  2.852559  1.963135  0.0993
F  -1.472278  -5.191477  4.151217  0.1427
F  -0.312810  4.250657  -6.365443  0.1187
F  -3.619429  4.192530  -9.625807  0.1195
F  5.055560  -2.277988  0.783973  0.0958
F  -2.005562  5.658549  -9.653651  0.1431
F  -0.458521  -5.475779  6.787610  0.1096
O  2.836121  0.133992  2.003303  0.0470
O  0.591147  -6.952873  3.803979  0.0532
O  0.376111  2.808816  -0.058578  0.1344
O  0.830513  2.146696  -3.311220  -0.2687
O  -1.911037  5.749478  -6.936183  0.0623
O  2.406522  3.737494  -0.316563  0.1671
O  -2.273557  -0.256237  3.636903  0.0528
C  -2.686279  1.569075  1.933037  -0.4448
C  5.930491  -1.267013  0.968802  -0.3068
C  -2.652727  4.720505  -7.589072  -0.0219
C  2.113812  -0.879161  1.413793  -0.5210
C  0.393969  6.404239  -7.108488  -0.2795
C  -4.043504  1.629744  1.232021  -0.2996
C  -0.611245  -8.550986  5.150222  -0.2860
C  -0.673674  5.558546  -6.414864  -0.5399
C  -2.964491  -2.300954  2.554072  -0.2788
C  5.366053  -0.189334  1.899336  -0.4441
C  0.723635  -7.883514  4.810977  -0.5382
C  0.856826  -5.580602  4.013113  -0.0424
C  4.089902  0.556160  1.466159  -0.0361
C  -1.479151  3.356225  -9.498683  -0.3047
C  1.264956  3.584824  -0.650849  -0.5782
C  -0.310109  -4.369335  6.040103  -0.2954
C  -3.206787  -1.262075  3.651444  -0.5455
C  0.725102  4.349460  -1.875326  -0.2173
C  -2.642576  1.078157  3.379652  -0.0485
C  1.931982  -2.091340  2.336150  -0.2904
C  -2.409710  4.501316  -9.092301  -0.4496
C  -0.283482  -4.693409  4.540031  -0.4108
H  1.090912  4.248896  -4.365695  0.0216
H  -1.835043  1.652062  3.831300  0.1517
H  0.595566  1.868095  -0.139562  0.1360
H  4.212001  1.563859  1.858878  0.1483
H  1.054184  -5.206654  3.010233  0.1375
H  -0.340839  4.209245  -1.962800  0.1120
H  0.181350  7.467122  -6.977153  0.1832
H  -3.679117  5.073910  -7.523599  0.1527
H  -3.544493  1.356680  3.924177  0.1516
H  0.606452  -3.850594  6.338372  0.1742
H  1.364211  -1.815643  3.225671  0.1654
H  -2.003409  -2.790314  2.703686  0.1516
H  6.196220  -0.836676  -0.001674  0.1732
H  1.779306  -5.426081  4.573046  0.1507
H  -0.989721  -9.097358  4.283790  0.1768
H  -1.872615  2.397520  -9.147502  0.1744
H  -2.626264  3.784608  -7.032285  0.1453
H  -4.719906  2.306060  1.761835  0.1770
H  4.034179  0.669591  0.384617  0.1386
H  -0.071883  2.234141  -2.954539  0.1042
H  0.963515  5.398407  -1.838415  0.1260

Cartesian forces (eV/Å) of the 6 atoms listed first:
1.318 0.112 -0.102
-0.006 0.051 0.018
-0.013 -0.083 -0.221
0.021 -0.081 0.011
0.069 0.080 -0.199
0.271 -0.206 -0.210

(2)
Entry from OMol25: 2 unconnected molecules or ions with the total composition C22H21F3O4 (ωB97M-V/def2-TZVPD).

## Properties
HOMO energy: -6.78 eV
Lowest unoccupied orbital energy: -2.91 eV
Frontier orbital gap: 3.87 eV
Total charge: 0

Each line ends with the Löwdin charge.
Positions of all 50 atoms, in Å:
F  -7.296100  -5.124168  4.941669  0.0358
F  -9.983237  2.093499  5.711014  0.0396
F  -2.994973  -0.341784  1.526141  0.0513
O  -1.811357  -2.561936  1.559650  -0.0088
O  -2.032724  1.806260  2.398030  -0.0152
O  -0.532237  0.751054  3.759529  0.0889
O  -0.678073  -2.107523  3.486664  0.0660
C  -6.034239  -4.592736  4.795590  -0.2355
C  -4.596843  -2.638489  4.641199  -0.1773
C  -7.686073  1.547099  5.444080  0.0635
C  -3.684258  -4.911857  4.503368  -0.0465
C  -8.416110  3.879909  5.623640  0.0112
C  -4.395260  -1.223073  4.582057  0.0548
C  -6.060514  3.361973  5.356640  -0.0217
C  -1.623194  -4.575866  0.306471  -0.0776
C  -1.996641  4.132910  1.876991  -0.0790
C  -1.454005  -1.777451  2.599125  -0.4911
C  -4.966303  -5.471706  4.615909  0.0179
C  -3.502076  -3.536746  4.535460  0.0042
C  -8.676783  2.510112  5.593832  -0.2351
C  -1.481602  0.727383  2.996281  -0.4742
C  -5.887056  -3.213308  4.851719  0.0642
C  -7.078715  4.291936  5.516111  -0.0601
C  -1.297007  3.027383  2.629089  -0.2297
C  -1.020025  -3.768591  1.430470  -0.2223
C  -5.268196  1.042889  5.009161  0.0394
C  -2.165905  -0.498804  2.569636  -0.1422
C  -6.333876  1.968058  5.271519  -0.1989
C  -5.437207  -0.314548  4.767602  -0.0518
H  -7.943096  0.488874  5.443018  0.1206
H  -1.272918  3.235690  3.707928  0.1228
H  -2.657949  -4.860736  0.535470  0.0777
H  -1.046737  -4.326372  2.377713  0.1143
H  -9.227067  4.594760  5.729851  0.1231
H  -1.612557  -4.014107  -0.635806  0.0811
H  -2.494093  -3.124648  4.485148  0.1079
H  -5.022663  3.688775  5.274052  0.1170
H  -5.130130  -6.545732  4.576145  0.1237
H  -6.758191  -2.589386  5.040736  0.1161
H  0.020255  -3.494877  1.196321  0.1319
H  -3.370038  -0.855274  4.452152  0.1030
H  -0.265711  2.915153  2.263458  0.1304
H  -6.461971  -0.694210  4.735331  0.0925
H  -1.971690  3.952849  0.796328  0.0810
H  -4.250546  1.443672  4.980439  0.1331
H  -1.484489  5.078916  2.065794  0.0757
H  -2.816151  -5.565776  4.401150  0.1161
H  -1.043905  -5.491726  0.157701  0.0760
H  -6.844587  5.356004  5.553234  0.1132
H  -3.040647  4.240715  2.191255  0.0730

Cartesian forces (eV/Å) of the 6 atoms listed first:
1.035 0.472 -0.079
1.157 0.335 -0.061
-0.699 0.167 -0.766
0.533 -0.607 0.045
0.445 0.679 0.238
-0.537 0.589 -0.216

(3)
Entry from OMol25: a molecular structure, C22H21GdN6SSi (ωB97M-V/def2-TZVPD).

## Properties
HOMO energy (spin up / spin down): -8.63 / -9.98 eV
<S²>: 12.816
2S+1: 7
Lowest unoccupied orbital energy (spin up / spin down): -4.43 / -4.39 eV
Frontier orbital gap (spin up / spin down): 4.21 / 5.59 eV
Total charge: +1

Each line ends with the Löwdin charge.
Positions of all 52 atoms, in Å:
Gd  0.080586  1.145601  -1.499136  1.2551
S  3.845849  2.239527  -1.358795  0.6518
Si  -0.191619  1.669681  -4.319278  0.3685
N  0.044590  -1.376702  -1.680259  -0.0017
N  0.119160  2.682072  0.534832  -0.0110
N  0.641482  4.201301  2.793516  0.1202
N  -0.676567  -4.049627  -1.842084  0.1184
N  -0.113374  -0.021781  0.673523  0.0192
N  -0.599648  -3.432904  6.865923  0.0801
C  0.052991  -2.037377  -2.840972  -0.0801
C  -0.281537  -2.071552  -0.571929  -0.1814
C  -0.273544  -1.373623  3.129578  -0.1044
C  -1.013886  -3.988532  5.733288  -0.1181
C  0.056086  -1.503543  5.613538  -0.0054
C  0.531852  4.766206  1.594817  -0.0746
C  -0.049194  0.652196  1.838712  -0.1861
C  0.305093  4.002092  0.467022  -0.0878
C  -0.930172  -3.360300  4.501345  -0.0060
C  -0.077468  -2.214563  6.796421  -0.1186
C  -0.220185  -1.363874  0.720034  -0.1870
C  -0.275214  -3.377822  -2.917800  -0.0688
C  -0.222138  3.424910  -5.064168  -0.2651
C  0.484990  2.892512  2.863720  -0.0421
C  1.502706  0.927765  -4.885582  -0.2603
C  -1.539782  0.705612  -5.281318  -0.2661
C  -0.378470  -2.081402  4.422253  -0.1627
C  2.583903  1.369425  -1.234168  -0.8255
C  0.174638  2.106228  1.751010  -0.1808
C  -0.691335  -3.401169  -0.691682  -0.0467
C  -0.189576  0.014680  3.061061  0.0658
C  -0.244300  -2.060195  1.916953  0.0657
H  0.637086  5.841920  1.546122  0.1235
H  -2.472325  1.273254  -5.305064  0.0197
H  -1.225256  0.553027  -6.317262  0.0296
H  0.281123  4.444906  -0.521971  0.1210
H  0.005497  3.357243  -6.131199  0.0314
H  0.320510  -1.466896  -3.723046  0.1015
H  -1.764175  -0.275113  -4.854640  -0.0032
H  0.522801  -0.528404  5.639891  0.1098
H  -0.221126  -3.138262  1.902457  0.1153
H  -1.326358  -3.859701  3.628683  0.1093
H  2.121244  1.700566  -5.345206  0.0276
H  1.350998  0.144873  -5.633099  0.0245
H  0.518112  4.085727  -4.608814  0.0131
H  0.254325  -1.786018  7.735264  0.1152
H  2.095636  0.492374  -4.073334  -0.0170
H  -1.061829  -3.956392  0.161037  0.1227
H  0.632842  2.449683  3.840706  0.1218
H  -1.438000  -4.982868  5.815177  0.1154
H  -1.203320  3.892317  -4.963421  0.0174
H  -0.237075  -3.924143  -3.850555  0.1246
H  -0.246625  0.597065  3.967903  0.1124

Cartesian forces (eV/Å) of the 6 atoms listed first:
1.190 0.422 -0.357
0.011 -0.028 -0.092
-0.282 0.144 -1.122
-0.016 -0.405 0.315
-0.076 0.009 0.537
0.018 0.196 -0.125

(4)
Entry from OMol25: a molecular structure, C22H21InN5OS5 (ωB97M-V/def2-TZVPD).

## Properties
HOMO energy: -8.46 eV
Lowest unoccupied orbital energy: -3.10 eV
Frontier orbital gap: 5.37 eV
Total charge: +1
Relative energy (zero: lowest compared OMol25 entry of this formula, charge and spin): 51.7 kcal/mol

Each line ends with the Löwdin charge.
Positions of all 55 atoms, in Å:
In  0.308904  -0.262059  -0.477944  0.5423
S  2.941339  -4.689643  -0.480951  0.8670
S  0.617030  -1.657299  -2.631968  0.4878
S  1.745281  -4.345661  -3.188857  0.8904
S  3.779077  -6.575963  -2.518446  0.5428
S  1.846116  -2.151409  0.584681  0.5190
O  -0.188439  0.712901  1.510118  -0.0851
N  -4.042057  -0.026655  -0.691458  0.1838
N  -1.072402  1.685769  -1.578112  -0.0669
N  1.566572  1.505345  -0.983518  0.0718
N  -1.971774  -0.759262  -0.535729  0.0970
N  2.018684  3.482225  -1.919732  0.1744
C  -5.106040  -1.767389  0.890136  0.0041
C  1.453719  -3.089756  -2.051179  -1.1405
C  -2.743677  -1.520836  0.307978  -0.2419
C  5.159273  1.814589  0.160440  -0.0662
C  -2.805232  0.142317  -1.090877  -0.3236
C  2.866972  1.924242  -0.508228  -0.1647
C  4.390410  3.834481  -0.998405  0.0095
C  -2.388901  1.159602  -2.049264  -0.0799
C  -0.218933  2.495228  -2.437646  -0.1077
C  -0.488552  0.504015  2.747169  -0.3530
C  -0.188288  -0.795348  3.428330  0.0032
C  3.895696  1.231701  0.087654  -0.0121
C  2.852078  -5.266992  -2.148120  -1.4343
C  -4.103939  -1.205707  0.147253  -0.1272
C  -2.422155  -2.562483  1.130204  -0.0060
C  -1.079844  1.607765  3.542443  0.0082
C  -4.755977  -2.835960  1.758864  -0.0564
C  5.439212  3.029159  -0.461999  -0.0579
C  3.171785  3.171164  -1.157703  -0.1513
C  1.947507  -3.297811  -0.704672  -1.1515
C  -3.443113  -3.226653  1.843207  -0.0621
C  1.158142  2.438635  -1.844814  -0.2773
H  4.634390  4.796621  -1.480255  0.1204
H  -4.832413  0.388012  -1.222377  0.1958
H  -3.171527  -3.941952  2.603330  0.1115
H  -3.150736  1.927732  -2.081722  0.1307
H  -0.609915  2.533656  3.317083  0.0894
H  1.934030  4.165737  -2.652963  0.1712
H  0.862981  -1.168833  3.432562  0.1071
H  -2.137613  1.709786  3.251018  0.1162
H  -1.330724  -2.805022  1.255361  0.1232
H  -0.878494  -1.559279  3.169273  0.0594
H  -1.233952  2.268169  -0.774676  0.1261
H  -1.085145  1.372165  4.619539  0.0971
H  3.599769  0.214535  0.470647  0.0975
H  6.042102  1.292114  0.549475  0.1203
H  6.454265  3.333687  -0.519548  0.0992
H  -0.444231  -0.548366  4.555303  0.1242
H  -0.086767  2.105619  -3.469934  0.1530
H  -6.119296  -1.625343  0.690214  0.0971
H  -0.670707  3.517046  -2.570148  0.1528
H  -5.550704  -3.389880  2.237258  0.1130
H  -2.363786  0.711547  -3.058295  0.1593

Cartesian forces (eV/Å) of the 6 atoms listed first:
0.757 -2.202 -0.872
-0.333 -0.180 -0.988
-0.166 0.378 0.283
1.061 -0.832 0.558
-0.587 0.420 -0.365
-0.823 1.230 0.469

Number 1: energy -135273.2846 eV. Number 2: energy -39493.7075 eV. Number 3: energy -71631.9536 eV. Number 4: energy -91998.2916 eV.